{"formula": "C29H61BN7O", "method": "ωB97M-V/def2-TZVPD", "species": ["N", "B", "O", "C", "N", "N", "C", "C", "C", "C", "C", "C", "C", "C", "C", "C", "N", "H", "H", "H", "H", "H", "H", "H", "H", "H", "H", "H", "H", "H", "H", "H", "H", "C", "C", "N", "C", "C", "C", "C", "H", "H", "H", "H", "H", "H", "H", "H", "H", "H", "H", "H", "H", "H", "H", "C", "C", "N", "C", "C", "C", "C", "H", "H", "H", "H", "H", "H", "H", "H", "H", "H", "H", "H", "H", "H", "H", "C", "C", "N", "C", "C", "C", "C", "H", "H", "H", "H", "H", "H", "H", "H", "H", "H", "H", "H", "H", "H", "H"], "positions_angstrom": [[-4.128699, 1.606672, -4.677829], [-3.981158, 0.287130, -4.089483], [-4.002416, -0.845445, -4.834709], [-3.786210, 0.127791, -2.498794], [-3.430219, -0.996006, -1.942967], [-3.325545, -0.733760, -0.617338], [-2.915444, -1.773456, 0.330002], [-1.432498, -1.632140, 0.666265], [-0.507449, -1.525990, -0.570255], [0.076491, -0.149553, -0.729061], [-0.324533, 0.721885, -1.736402], [0.216884, 2.001127, -1.867806], [1.209342, 2.413588, -0.978898], [1.634709, 1.537242, 0.014544], [1.077275, 0.272101, 0.158668], [-3.614663, 0.511445, -0.360746], [-3.900490, 1.083716, -1.526189], [-3.216416, 1.973057, -4.943113], [-4.506296, 2.280068, -4.017363], [-3.156267, -1.308322, -4.848762], [-3.188098, -2.745433, -0.059092], [-3.477210, -1.595676, 1.243146], [-1.117443, -2.421589, 1.336504], [-1.345679, -0.684748, 1.196022], [0.323768, -2.205660, -0.403576], [-0.996614, -1.872959, -1.476448], [-1.068316, 0.392237, -2.453085], [-0.109425, 2.661689, -2.654762], [1.647391, 3.392604, -1.088958], [2.421576, 1.846485, 0.686541], [1.402130, -0.394873, 0.943171], [-3.628471, 0.990213, 0.599128], [-4.136076, 2.056967, -1.633658], [3.162308, 8.011074, -3.129754], [2.862066, 7.726396, -1.665755], [3.783776, 6.779730, -1.064799], [3.349142, 6.301740, 0.234237], [3.250980, 7.306833, 1.388367], [5.193889, 7.117623, -1.177565], [5.662946, 8.456308, -0.593302], [3.189622, 7.086838, -3.708661], [2.383780, 8.651266, -3.546091], [4.112092, 8.529309, -3.261395], [1.857900, 7.296690, -1.601376], [2.824339, 8.683216, -1.122180], [4.005520, 5.480597, 0.537704], [2.361411, 5.845009, 0.098171], [4.230753, 7.580088, 1.775878], [2.693821, 6.861330, 2.215340], [2.727482, 8.217501, 1.097264], [5.459676, 7.097021, -2.236853], [5.773367, 6.306027, -0.731001], [4.986118, 9.274689, -0.841644], [6.642605, 8.710410, -1.001718], [5.770201, 8.418830, 0.489489], [5.576627, -2.008623, 3.205062], [4.578905, -1.019377, 3.787659], [3.216252, -1.523421, 3.808540], [2.231545, -0.500970, 4.105905], [2.254630, 0.165272, 5.486565], [3.028648, -2.799711, 4.480134], [3.446002, -2.908299, 5.952145], [5.273821, -2.324837, 2.205922], [6.557202, -1.538304, 3.130159], [5.689614, -2.895139, 3.829395], [4.589268, -0.119628, 3.165941], [4.929343, -0.711029, 4.784341], [1.235012, -0.924260, 3.937379], [2.342515, 0.284476, 3.348625], [1.861441, -0.489197, 6.262593], [1.625975, 1.058210, 5.472946], [3.257772, 0.479178, 5.773753], [3.574502, -3.558662, 3.915159], [1.977103, -3.083357, 4.382044], [4.413110, -2.441659, 6.141297], [3.533106, -3.959747, 6.231402], [2.714126, -2.460896, 6.622703], [-5.469823, -8.686898, -1.974427], [-5.474708, -7.280672, -2.554259], [-5.723415, -6.250920, -1.559945], [-5.998441, -4.948915, -2.134844], [-4.880083, -4.253391, -2.922299], [-4.837871, -6.258901, -0.410545], [-3.327911, -6.115885, -0.657554], [-6.398578, -8.890420, -1.440874], [-5.374275, -9.414462, -2.780366], [-4.635130, -8.849093, -1.291438], [-6.274116, -7.221920, -3.296894], [-4.531369, -7.120927, -3.100497], [-6.334374, -4.284231, -1.332214], [-6.863186, -5.057270, -2.795940], [-4.109412, -3.850451, -2.264448], [-5.293788, -3.410760, -3.481668], [-4.405947, -4.918924, -3.643623], [-5.002698, -7.189940, 0.135386], [-5.167776, -5.473848, 0.276286], [-2.985594, -6.733228, -1.488091], [-2.778434, -6.433993, 0.231053], [-3.037313, -5.083903, -0.861521]], "forces_ev_per_a": [[0.14, -0.35, 1.21], [-0.33, 0.52, -0.25], [0.86, 0.52, -0.14], [-0.26, -0.16, -0.63], [0.02, -0.16, 0.30], [-0.07, -0.77, -0.23], [0.40, 0.10, 0.77], [-0.11, 0.62, -0.66], [0.27, -0.33, 0.41], [0.33, 0.30, -0.01], [-0.13, 0.17, -0.08], [0.33, -0.27, 0.59], [-0.42, -0.39, -0.32], [0.04, -0.02, 0.16], [-0.44, 0.35, -0.57], [0.01, 0.36, 0.08], [-0.04, 0.28, 0.18], [-0.23, -0.01, -0.72], [0.02, 0.17, -0.18], [-0.30, -0.62, 0.12], [-0.08, -0.01, -0.38], [-0.27, -0.12, 0.02], [-0.14, -0.21, 0.11], [0.16, -0.03, 0.36], [0.10, -0.16, -0.09], [-0.13, 0.06, -0.13], [-0.01, -0.08, -0.06], [-0.05, 0.06, -0.15], [0.13, 0.10, 0.08], [0.06, 0.03, 0.09], [0.18, -0.05, 0.12], [0.04, 0.02, 0.18], [-0.03, 0.06, -0.12], [-0.02, 0.01, 0.00], [0.02, 0.13, -0.09], [-0.03, -0.15, 0.05], [-0.13, -0.14, 0.13], [0.01, -0.06, 0.07], [0.19, 0.07, -0.15], [0.09, -0.04, 0.04], [0.04, -0.02, 0.02], [0.00, 0.01, 0.00], [0.00, 0.00, -0.01], [0.01, -0.03, 0.10], [-0.03, 0.01, -0.01], [0.09, 0.04, -0.06], [-0.03, 0.07, -0.06], [0.01, 0.06, -0.04], [0.00, -0.01, -0.01], [0.01, 0.01, -0.02], [-0.07, 0.01, -0.01], [-0.09, -0.03, 0.08], [-0.02, -0.01, -0.02], [0.00, -0.01, -0.01], [-0.08, 0.04, 0.01], [0.01, 0.01, 0.01], [0.16, -0.05, 0.03], [-0.16, 0.03, -0.11], [-0.14, 0.18, -0.09], [-0.09, 0.01, 0.01], [0.08, -0.23, 0.04], [-0.09, -0.06, 0.03], [-0.03, -0.02, 0.01], [0.00, 0.01, 0.00], [0.00, 0.00, 0.00], [-0.09, 0.04, 0.04], [0.01, 0.02, -0.01], [0.03, -0.09, 0.03], [0.10, 0.00, 0.01], [0.07, -0.03, 0.02], [0.01, 0.00, -0.02], [0.02, -0.02, -0.01], [0.05, 0.06, -0.02], [-0.04, 0.11, 0.00], [0.01, 0.01, -0.03], [0.00, 0.00, -0.02], [0.05, 0.08, 0.01], [0.01, 0.00, 0.00], [0.07, -0.15, -0.01], [-0.01, 0.14, 0.02], [-0.15, 0.09, -0.08], [-0.03, 0.15, 0.03], [0.07, -0.12, 0.15], [0.01, 0.07, 0.14], [0.01, 0.03, 0.03], [0.00, 0.00, -0.01], [0.00, -0.01, 0.00], [0.00, 0.11, 0.00], [-0.01, -0.01, -0.02], [0.04, -0.04, 0.06], [0.03, -0.09, -0.02], [0.06, -0.05, -0.03], [-0.01, 0.00, 0.00], [0.00, -0.04, 0.02], [0.00, -0.03, -0.06], [-0.05, 0.06, -0.07], [-0.02, 0.00, -0.02], [-0.01, -0.01, 0.00], [0.01, -0.02, -0.11]], "charge": 1, "e_homo_ev": -9.659, "molar_mass_g_mol": 534.67, "gap_ev": 6.34, "lumo_ev": -3.32}

=====

{"formula": "C29H61InN3O5", "method": "ωB97M-V/def2-TZVPD", "species": ["In", "O", "C", "C", "O", "H", "H", "H", "H", "C", "C", "C", "C", "C", "C", "N", "O", "C", "C", "C", "H", "H", "H", "H", "H", "H", "H", "H", "H", "H", "H", "H", "H", "H", "H", "H", "H", "H", "H", "C", "C", "C", "C", "C", "C", "N", "O", "C", "C", "C", "H", "H", "H", "H", "H", "H", "H", "H", "H", "H", "H", "H", "H", "H", "H", "H", "H", "H", "H", "C", "C", "C", "C", "C", "C", "N", "O", "C", "C", "C", "H", "H", "H", "H", "H", "H", "H", "H", "H", "H", "H", "H", "H", "H", "H", "H", "H", "H", "H"], "positions_angstrom": [[-3.288018, 1.186261, 1.078229], [-1.000665, -0.465126, 0.084807], [0.206315, 0.048763, 0.492179], [0.541768, 0.620527, 1.899830], [-0.385501, 1.438243, 2.621725], [0.442367, 0.929129, -0.105599], [1.080970, -0.582471, 0.335304], [1.588086, 0.923378, 1.939905], [0.696025, -0.261402, 2.521529], [-2.333205, -3.380210, -2.448386], [-3.639279, -3.715796, -1.686653], [-4.024337, -5.217940, -1.768968], [-4.991477, -5.680418, -0.718001], [-4.384057, -5.441442, 0.773663], [-3.367342, -4.246751, 0.896733], [-3.732430, -3.375433, -0.178071], [-3.561987, -2.028724, 0.025046], [-3.598850, -3.533729, 2.267379], [-1.974785, -4.805861, 0.731487], [-4.782905, -2.940430, -2.374421], [-2.193261, -3.930785, -3.378651], [-1.482007, -3.594020, -1.801969], [-2.199924, -2.331758, -2.715019], [-4.545235, -5.450498, -2.697776], [-3.202495, -5.882477, -2.035535], [-5.028218, -6.755284, -0.895241], [-5.939584, -5.161807, -0.860249], [-3.994167, -6.416023, 1.067405], [-5.194925, -5.294869, 1.487178], [-2.986819, -2.632279, 2.297503], [-4.574628, -3.079612, 2.439852], [-3.454153, -4.248250, 3.077699], [-1.145697, -4.099528, 0.773882], [-1.640573, -5.392558, 1.587163], [-1.961609, -5.362287, -0.205700], [-4.770928, -2.948028, -3.464332], [-4.913119, -1.931074, -1.984119], [-5.770591, -3.391578, -2.279367], [-2.652028, -1.853134, -0.225443], [-0.231752, 4.575286, -2.473601], [-1.616441, 4.402839, -1.936468], [-2.601454, 5.453313, -2.468029], [-3.137974, 5.167632, -3.861952], [-3.714299, 3.736314, -4.003336], [-2.728157, 2.645022, -3.351828], [-2.310853, 3.152437, -1.984176], [-1.699436, 2.237187, -1.205191], [-3.499713, 1.278190, -3.150338], [-1.555948, 2.416532, -4.343948], [-1.374671, 4.803783, -0.403902], [0.014854, 5.624310, -2.309813], [-0.169377, 4.365264, -3.541356], [0.539486, 3.927104, -2.057497], [-3.356850, 5.828567, -1.777625], [-1.902874, 6.280524, -2.593706], [-2.276919, 5.129707, -4.529221], [-3.811120, 5.908807, -4.292826], [-3.827199, 3.664930, -5.085114], [-4.663770, 3.665530, -3.472681], [-4.476461, 1.474953, -2.708361], [-3.709556, 0.786330, -4.100147], [-3.202157, 0.555056, -2.390968], [-0.660823, 2.222089, -3.753133], [-1.754045, 1.657386, -5.100622], [-1.465617, 3.278439, -5.005048], [-2.389776, 4.800156, -0.006857], [-0.987233, 5.821507, -0.451067], [-0.723848, 4.255589, 0.277294], [-0.845297, 2.133141, -1.630897], [3.971590, -0.433300, 4.034965], [5.014954, -0.790062, 2.968685], [4.298080, -0.187502, 1.661854], [4.609001, 1.333930, 1.569493], [6.114488, 1.631641, 1.647584], [6.826003, 1.154375, 3.036276], [6.408630, -0.310819, 3.240023], [7.176449, -0.810477, 4.428486], [8.345962, 1.233420, 2.928098], [6.389896, 2.107134, 4.139394], [5.095163, -2.339020, 2.715163], [4.536841, -0.235839, 4.945791], [3.127421, -1.122551, 4.055207], [3.590276, 0.579514, 3.904990], [4.641980, -0.653710, 0.738556], [3.264777, -0.462734, 1.873131], [4.190038, 1.800055, 2.461281], [4.099102, 1.746629, 0.698981], [6.437594, 2.621872, 1.326416], [6.499283, 0.978525, 0.864347], [8.554034, 2.289211, 2.754598], [8.919428, 1.037896, 3.834188], [8.684796, 0.681751, 2.051195], [6.625376, 1.740138, 5.138372], [6.674779, 3.141335, 3.946097], [5.303822, 2.141690, 4.225061], [5.591888, -2.602177, 1.781297], [4.144431, -2.839621, 2.531850], [5.629540, -2.766336, 3.563660], [7.532926, -1.627612, 4.072375]], "forces_ev_per_a": [[0.76, -0.23, -0.42], [2.73, 1.74, 1.73], [-2.60, -2.78, -2.95], [-2.25, 3.97, 5.15], [2.96, -3.03, -3.46], [-0.33, 1.14, 0.17], [-0.13, -0.79, 0.06], [0.00, 1.23, -0.71], [-1.06, -1.37, -0.05], [0.66, 0.13, 1.19], [-1.45, -0.42, 0.28], [0.25, 0.18, -1.59], [1.77, 0.22, 2.02], [-1.05, -0.54, -1.14], [-1.26, -0.99, 0.84], [-0.94, 0.23, -2.92], [0.35, 0.81, 0.36], [0.15, 0.27, -0.76], [1.12, 0.04, 0.60], [-1.06, 0.08, 0.05], [-0.39, -0.25, 0.14], [0.21, -0.29, -0.06], [-0.48, 0.22, 0.09], [-0.40, 0.90, -0.49], [0.72, -0.05, 1.25], [-0.80, 0.01, 0.33], [-0.02, -0.30, 0.18], [0.67, 0.21, 0.10], [-0.20, 0.28, -0.19], [0.71, -0.40, 0.48], [-0.48, -0.53, -0.60], [0.45, 0.20, -0.02], [-0.22, 0.79, -0.67], [-0.64, -0.78, -0.07], [0.41, -0.17, 0.27], [1.00, 0.30, -0.12], [0.35, 0.09, -0.24], [0.00, -0.37, 0.87], [0.81, 0.49, -0.01], [0.65, -0.38, -2.07], [-0.51, 0.93, 3.02], [1.14, 1.35, -0.90], [0.62, -1.56, -0.01], [0.70, 0.29, 1.40], [-0.80, -0.71, -0.58], [-2.47, 1.04, -1.91], [0.91, -1.80, 0.69], [-0.95, 1.06, 0.44], [-0.55, 0.42, 0.14], [-1.49, 0.29, -0.87], [0.42, -0.24, -0.04], [0.02, 0.38, -0.15], [-0.07, 0.05, 0.53], [-0.05, -0.67, 0.26], [-0.37, 0.69, 0.01], [0.20, 0.45, -0.14], [-0.08, 0.04, 0.40], [-0.25, -0.99, 0.11], [-0.17, -0.08, -0.24], [-0.44, 0.59, -0.30], [0.29, 0.00, 0.05], [1.29, -0.03, -0.39], [0.33, -0.17, -0.63], [-0.03, -0.59, 0.60], [0.62, 0.35, 0.48], [0.07, 0.25, 0.57], [-0.25, 0.08, 0.29], [0.12, -0.49, -0.61], [0.83, -0.74, 0.21], [1.13, 0.85, 0.83], [-0.80, -0.83, -0.95], [2.60, 0.70, 0.85], [-0.57, -0.14, 1.26], [0.79, -2.11, 0.06], [-1.32, -0.62, -0.72], [1.20, 1.38, -0.93], [-2.35, 0.50, -1.24], [-0.29, 0.77, -0.69], [-1.42, -0.42, 0.53], [0.25, 0.69, 0.21], [-0.46, -1.06, 0.69], [0.26, -0.14, 0.50], [-0.30, 0.02, -0.56], [0.03, -0.26, 0.02], [-0.12, 0.29, -0.49], [-0.51, 0.26, -0.13], [0.30, 0.27, -0.11], [-0.34, 0.23, 0.53], [0.66, -0.14, -0.06], [0.12, 0.15, -0.34], [-0.39, -0.61, -0.05], [0.25, -0.19, 0.25], [0.81, 0.23, -0.05], [0.46, -0.15, 0.20], [-0.31, 0.04, -0.35], [0.69, 0.49, 0.12], [-0.43, 0.29, 0.75], [-0.23, -0.45, -0.10], [0.24, -0.10, -0.05]], "charge": 1, "e_homo_ev": -10.152, "molar_mass_g_mol": 646.64, "gap_ev": 2.49, "lumo_ev": -7.66}

=====

Q: charge of number 2 (C29H61InN3O5)?
A: +1